Formula: C4H29NO13
Source: the OMol25 dataset
Level of theory: ωB97M-V with the def2-TZVPD basis set

Output
LUMO = 0.0004 hartree
E_HOMO = -9.90 eV

ORCA input file:
```
! RIJCOSX wB97M-V def2-TZVPD def2/J DEFGRID3
* xyz 0 1
C -2.360 -1.503 1.972
O -3.372 -2.329 1.392
C -1.898 -0.301 1.120
C -0.360 -0.103 1.295
C -0.107 0.437 2.675
O 1.111 1.039 2.780
O -0.696 0.197 3.691
N -2.058 -0.485 -0.324
H -2.704 -1.071 2.900
H -1.578 -2.083 2.529
H -3.014 -2.536 0.551
H -2.453 0.564 1.370
H 0.067 0.558 0.552
H 0.177 -1.040 1.164
H 1.234 1.200 3.683
H -2.026 0.335 -0.923
H -2.655 -1.181 -0.606
H 2.754 2.742 -2.734
H 2.090 2.265 -1.364
O 2.203 3.000 -1.937
H -1.696 1.308 -3.479
H -0.206 1.085 -2.815
O -0.913 1.680 -3.130
H -1.980 -2.947 -1.420
H -1.551 -1.541 -0.879
O -1.231 -2.400 -1.204
H 2.707 0.490 -0.053
H 1.818 1.458 0.871
O 1.907 1.041 0.024
H 1.820 -1.613 2.339
H 2.076 -2.588 1.107
O 2.429 -1.834 1.554
H 0.652 -2.943 -0.941
H 1.042 -4.262 -0.457
O 1.264 -3.326 -0.302
H -1.720 3.209 1.421
H -1.444 2.724 0.024
O -1.291 2.515 0.959
H 4.489 -0.335 -1.234
H 4.628 -0.056 0.207
O 4.375 0.381 -0.574
H -0.176 -1.385 -2.290
H 0.935 -0.524 -1.939
O 0.282 -0.582 -2.580
H -1.283 3.398 -2.316
H -0.181 3.611 -1.246
O -1.106 3.732 -1.432
*
```

---

Formula: C4H29NO13
Source: the OMol25 dataset
Level of theory: ωB97M-V with the def2-TZVPD basis set

Output
LUMO = 0.0056 hartree
E_HOMO = -9.19 eV
SMILES = N[C@@H](CO)CC(=O)O.O.O.O.O.O.O.O.O.O.O

ORCA input file:
```
! RIJCOSX wB97M-V def2-TZVPD def2/J DEFGRID3
* xyz 0 1
C 1.744 3.082 1.953
O 2.143 3.775 0.874
C 1.587 1.516 1.723
C 0.053 1.223 1.598
C -0.863 1.443 2.797
O -2.055 1.270 2.285
O -0.581 1.578 3.975
N 2.285 1.134 0.499
H 2.726 3.160 2.501
H 0.956 3.394 2.527
H 1.396 4.108 0.279
H 1.885 0.803 2.549
H 0.027 0.137 1.541
H -0.357 1.715 0.611
H -2.773 1.482 2.876
H 2.790 0.267 0.715
H 2.773 1.829 0.115
H -1.127 -4.210 -1.895
H -2.258 -3.174 -1.361
O -1.347 -3.620 -1.195
H 2.826 -2.234 -2.305
H 1.591 -3.063 -2.506
O 2.434 -2.968 -1.976
H 1.847 1.753 -1.839
H 0.718 1.422 -0.942
O 0.886 1.683 -1.898
H -1.917 -1.366 -0.266
H -0.872 -2.174 0.509
O -1.032 -1.474 -0.135
H -4.014 1.281 -0.472
H -3.367 1.788 -1.838
O -4.133 1.266 -1.435
H -1.688 0.386 -2.598
H -1.625 1.543 -3.752
O -1.989 1.344 -2.909
H 1.133 -2.036 3.876
H 2.187 -2.279 2.765
O 1.760 -1.649 3.407
H -3.329 -0.167 -2.350
H -4.160 -1.021 -1.397
O -3.268 -0.967 -1.686
H 0.274 0.402 -2.630
H -0.259 -1.101 -2.068
O -0.245 -0.422 -2.730
H 2.960 -3.532 0.223
H 1.748 -3.923 0.943
O 2.530 -3.402 1.041
*
```